Record 1
A cluster of 13 separate species, C75H183N21O13P4 in total at a distorted geometry, computed with the ωB97M-V functional and the def2-TZVPD basis.

Each line ends with the Löwdin charge.
Cartesian coordinates (Å):
C -7.0858 2.2416 -7.1925  -0.31
O -8.1043 2.7756 -7.6406  -0.01
N -5.9762 2.9541 -6.7663  -0.14
C -4.6432 2.3658 -6.3138  -0.06
C -5.7856 4.4565 -6.8451  -0.06
H -6.9602 1.1648 -7.0002  0.13
H -4.4282 2.6125 -5.2741  0.08
H -3.8448 2.7482 -6.9498  0.07
H -4.4308 1.2969 -6.3347  0.07
H -6.6046 5.0157 -7.2975  0.08
H -5.7375 4.9810 -5.8907  0.08
H -4.9256 4.7962 -7.4222  0.08
C -6.8450 0.1516 -0.1199  -0.32
O -6.2513 0.2120 -1.1809  0.02
N -6.7018 -0.9773 0.6666  -0.19
C -7.2813 -1.0576 2.0175  -0.08
C -6.2842 -2.2859 0.1775  -0.05
H -7.3437 0.9388 0.4665  0.12
H -6.6036 -1.6488 2.6333  0.07
H -8.2216 -1.5872 2.1707  0.09
H -7.2837 -0.1614 2.6378  0.06
H -5.6719 -2.1627 -0.7157  0.08
H -5.7144 -2.8665 0.9030  0.09
H -7.1577 -2.8263 -0.1872  0.10
C -4.5616 -3.4242 -5.9290  -0.32
O -5.7751 -3.0604 -5.6688  -0.07
N -3.5572 -3.5170 -5.0890  -0.19
C -2.2740 -4.1115 -5.4524  -0.03
C -3.7076 -2.8736 -3.7995  -0.05
H -4.2840 -3.8084 -6.9227  0.13
H -2.4751 -4.8442 -6.2339  0.09
H -1.7989 -4.5918 -4.5971  0.08
H -1.5908 -3.3137 -5.7436  0.09
H -3.4919 -1.8085 -3.8835  0.09
H -4.7007 -2.8888 -3.3505  0.09
H -3.0030 -3.2589 -3.0625  0.06
C 0.3482 -2.6215 5.5887  -0.31
O -0.3235 -2.5804 6.6495  -0.04
N 1.7230 -2.4760 5.6160  -0.13
C 2.5159 -2.8415 4.3519  -0.05
C 2.5323 -2.5547 6.9665  0.00
H -0.0805 -2.5052 4.5813  0.12
H 3.5600 -3.1218 4.4912  0.07
H 2.6254 -1.9339 3.7583  0.06
H 2.0753 -3.6522 3.7715  0.08
H 3.1046 -1.6342 7.0823  0.07
H 1.9732 -2.8132 7.8657  0.08
H 3.3359 -3.2807 6.8432  0.06
C -5.1576 4.7024 2.5497  -0.30
O -4.9788 4.9319 1.3434  0.00
N -5.9224 3.7560 3.1789  -0.18
C -6.4264 4.1005 4.4471  -0.08
C -6.3312 2.6115 2.3411  -0.05
H -4.7345 5.3245 3.3535  0.13
H -6.1660 5.1165 4.7439  0.09
H -6.1839 3.4655 5.2992  0.09
H -7.5117 4.1023 4.3459  0.10
H -7.4056 2.4587 2.2398  0.08
H -5.9992 2.6922 1.3060  0.08
H -5.8199 1.7186 2.7009  0.07
O -0.2779 5.0790 5.1817  -0.30
P 1.1030 4.8612 4.6741  0.65
N 2.0877 3.8736 5.6782  -0.32
C 1.5981 2.7584 6.4412  -0.14
C 3.5792 3.8529 5.5567  -0.08
N 2.0009 6.3841 4.4924  -0.29
C 2.0015 7.2480 3.3653  -0.16
C 2.1961 7.1691 5.6974  -0.14
N 1.2431 4.0243 3.1816  -0.30
C 2.5284 4.0706 2.3750  -0.09
C 0.3332 3.0686 2.7175  -0.15
H 0.5319 2.7478 6.6675  0.08
H 2.1182 2.8675 7.3928  0.08
H 1.8816 1.8149 5.9748  0.07
H 4.0296 3.0781 6.1772  0.08
H 3.8722 4.8632 5.8423  0.06
H 3.9457 3.9537 4.5352  0.05
H 2.9980 7.2832 2.9252  0.08
H 1.4012 7.0014 2.4896  0.07
H 1.6691 8.2842 3.4280  0.09
H 1.2921 7.6891 6.0143  0.09
H 2.5382 6.5487 6.5258  0.07
H 3.0417 7.8566 5.6802  0.08
H 2.2605 4.2165 1.3286  0.07
H 3.1933 4.8914 2.6435  0.06
H 3.0958 3.1412 2.4247  0.07
H -0.2562 2.6204 3.5174  0.09
H 0.8642 2.1842 2.3655  0.06
H -0.2828 3.5418 1.9528  0.08
O -0.9978 -9.2840 -0.1549  -0.29
P -0.4356 -8.0072 0.3107  0.63
N 1.3156 -7.9656 0.2780  -0.31
C 2.1189 -6.8558 0.6007  -0.16
C 2.0265 -9.2396 0.1362  -0.11
N -0.6991 -7.5186 1.9731  -0.29
C -0.0100 -8.4897 2.9169  -0.10
C -2.0773 -7.0311 2.4181  -0.09
N -0.9105 -6.5563 -0.5535  -0.28
C -0.4098 -5.2032 -0.2687  -0.12
C -2.0164 -6.6764 -1.5858  -0.09
H 3.0402 -7.2577 1.0222  0.08
H 1.7662 -6.0155 1.1987  0.07
H 2.4241 -6.3654 -0.3237  0.06
H 2.8367 -9.1314 -0.5849  0.06
H 1.3432 -9.9275 -0.3618  0.07
H 2.3613 -9.6319 1.0965  0.08
H 0.4649 -7.9603 3.7429  0.07
H -0.7847 -9.1216 3.3513  0.07
H 0.6261 -9.1830 2.3666  0.05
H -2.8283 -7.7905 2.2003  0.07
H -2.1254 -6.8809 3.4967  0.07
H -2.2957 -6.1034 1.8891  0.06
H 0.5846 -5.1395 -0.7106  0.05
H -1.0191 -4.4475 -0.7646  0.07
H -0.3332 -5.0437 0.8068  0.06
H -1.7095 -6.6177 -2.6300  0.07
H -2.8244 -5.9589 -1.4432  0.07
H -2.4553 -7.6544 -1.3883  0.06
O -2.1384 -1.8594 -1.1805  -0.30
P -1.4135 -0.9102 -0.2897  0.65
N -2.3340 -0.3952 1.0904  -0.30
C -3.6248 0.3789 1.0399  -0.08
C -2.3626 -1.3563 2.1799  -0.13
N -0.9492 0.5797 -1.0994  -0.28
C -0.5667 1.8012 -0.3882  -0.10
C -0.8799 0.4742 -2.5821  -0.11
N 0.1262 -1.4603 0.2590  -0.28
C 0.9094 -0.8315 1.4084  -0.08
C 1.0046 -1.9019 -0.8073  -0.16
H -3.8592 0.8788 0.1001  0.08
H -3.5653 1.2346 1.7124  0.08
H -4.4697 -0.2856 1.2207  0.06
H -3.3847 -1.7234 2.0875  0.07
H -2.2478 -0.7369 3.0694  0.08
H -1.5677 -2.0948 2.0760  0.07
H -0.8440 2.6647 -0.9927  0.06
H -1.4351 1.8770 0.2662  0.06
H 0.3943 1.6926 0.1145  0.07
H -0.8303 1.5079 -2.9244  0.06
H 0.0097 0.0078 -3.0055  0.05
H -1.8226 0.0759 -2.9572  0.07
H 0.3625 -0.3916 2.2424  0.07
H 1.5036 -1.5936 1.9126  0.04
H 1.6972 -0.2658 0.9111  0.07
H 1.5465 -1.2229 -1.4655  0.08
H 0.4655 -2.5720 -1.4771  0.07
H 1.7354 -2.5524 -0.3267  0.07
O 2.9642 -5.4746 -5.0068  -0.26
P 4.1962 -5.5733 -4.2513  0.59
N 4.5461 -4.1050 -3.4769  -0.30
C 3.9021 -3.8033 -2.1920  -0.11
C 4.7919 -2.9436 -4.3680  -0.08
N 5.6491 -5.8747 -5.1897  -0.31
C 6.9957 -5.6033 -4.7680  -0.14
C 5.5420 -6.7487 -6.3149  -0.16
N 4.3894 -6.8598 -3.0866  -0.30
C 4.0904 -8.2021 -3.5382  -0.13
C 5.4983 -6.8857 -2.0469  -0.10
H 3.7035 -4.6244 -1.5031  0.06
H 2.8774 -3.5162 -2.4280  0.07
H 4.4670 -3.0096 -1.7032  0.08
H 3.8804 -2.6278 -4.8754  0.07
H 5.4363 -3.3623 -5.1410  0.07
H 5.0079 -2.0108 -3.8471  0.07
H 7.0985 -5.0575 -3.8301  0.07
H 7.6702 -6.4594 -4.7557  0.09
H 7.2923 -4.7319 -5.3518  0.07
H 6.1337 -7.6619 -6.2510  0.07
H 4.5856 -7.2637 -6.4049  0.08
H 5.8404 -6.3160 -7.2698  0.08
H 4.9994 -8.5661 -4.0169  0.08
H 3.9906 -8.8660 -2.6795  0.06
H 3.1151 -8.1439 -4.0215  0.09
H 5.1305 -7.3472 -1.1304  0.07
H 5.8024 -5.8641 -1.8190  0.06
H 6.3905 -7.4108 -2.3878  0.07
C 0.3812 5.4120 -0.8602  -0.03
C -0.0836 6.5777 -1.7415  -0.43
C -1.0145 5.9619 -2.9059  -0.16
C -2.3903 5.5209 -2.6124  -0.22
C -3.1887 6.4723 -1.7569  -0.10
C -2.3515 7.2617 -0.6555  -0.43
N -0.9129 7.6144 -1.0082  -0.14
O -0.2224 8.4008 -0.1377  -0.02
C -3.0663 8.5414 -0.3799  -0.06
C -2.2877 6.4021 0.6293  -0.04
C 1.0265 7.3209 -2.4866  -0.04
H 1.4527 5.5217 -1.0269  0.07
H 0.0924 4.4182 -1.2025  0.05
H 0.2446 5.5882 0.2068  0.06
H -1.1224 6.7330 -3.6687  0.11
H -0.5957 5.1223 -3.4606  0.11
H -2.2789 4.6086 -2.0264  0.10
H -2.7126 5.3810 -3.6442  0.12
H -3.9086 5.7833 -1.3152  0.11
H -3.7212 7.1219 -2.4514  0.11
H -3.9789 8.3990 0.1989  0.09
H -2.4650 9.2624 0.1738  0.08
H -3.3195 9.1636 -1.2383  0.08
H -3.2786 6.3654 1.0820  0.05
H -1.9243 5.3885 0.4602  0.07
H -1.6310 6.7743 1.4156  0.08
H 1.5855 7.7983 -1.6818  0.08
H 0.5894 8.0429 -3.1764  0.08
H 1.6446 6.8081 -3.2235  0.07
H -0.1165 9.2418 -0.5884  0.11
C 7.7198 -0.2611 1.1053  -0.04
C 6.6783 0.6856 0.5774  -0.51
C 7.0783 2.0531 0.9741  -0.14
C 8.4295 2.5146 0.2555  -0.15
C 8.1505 2.6323 -1.2475  -0.15
C 7.6698 1.2961 -1.8984  -0.44
N 6.5781 0.7080 -0.9630  -0.11
O 5.9159 -0.3732 -1.5017  -0.03
C 7.1209 1.7416 -3.2403  -0.06
C 8.8621 0.3321 -2.1622  -0.03
C 5.2599 0.3314 1.1342  -0.03
H 8.6908 0.1574 1.3701  0.08
H 7.9735 -1.0667 0.4163  0.08
H 7.2758 -0.7673 1.9624  0.08
H 6.1802 2.6154 0.7185  0.12
H 7.0522 2.1293 2.0611  0.12
H 9.3329 1.9415 0.4639  0.10
H 8.6972 3.5090 0.6128  0.10
H 8.9601 3.1058 -1.8030  0.12
H 7.4236 3.4406 -1.1685  0.11
H 7.8930 2.0003 -3.9650  0.09
H 6.5731 0.9156 -3.6938  0.07
H 6.4668 2.6127 -3.2038  0.07
H 9.3179 -0.0311 -1.2411  0.06
H 8.4789 -0.5566 -2.6636  0.08
H 9.6825 0.7428 -2.7507  0.08
H 4.8938 -0.6931 1.0679  0.07
H 4.4333 0.8666 0.6670  0.08
H 5.3033 0.5701 2.1969  0.08
H 6.4479 -0.9776 -0.9789  0.07
C -7.3040 -2.7947 5.7271  -0.01
C -7.0405 -2.1590 7.1898  -0.45
C -6.3538 -3.1779 8.1054  -0.17
C -4.8647 -3.2838 7.9447  -0.16
C -4.3685 -1.8321 8.2419  -0.14
C -4.8358 -0.7559 7.2491  -0.52
N -6.3121 -0.9193 7.1238  -0.13
O -6.8759 0.1573 6.3905  -0.01
C -4.5952 0.5783 7.8067  -0.04
C -4.1293 -1.0234 5.8808  -0.01
C -8.4573 -1.7708 7.8735  -0.02
H -7.9074 -2.1002 5.1427  0.06
H -6.3012 -2.9303 5.3219  0.05
H -7.7303 -3.7951 5.8022  0.08
H -6.5788 -2.9965 9.1563  0.12
H -6.7552 -4.1767 7.9347  0.12
H -4.3969 -3.8670 8.7379  0.11
H -4.5837 -3.6038 6.9414  0.10
H -3.2837 -1.9388 8.2429  0.11
H -4.5217 -1.5424 9.2814  0.12
H -4.7134 1.2483 6.9551  0.08
H -3.5777 0.6932 8.1804  0.09
H -5.1366 0.8602 8.7097  0.10
H -3.0757 -0.9038 6.1332  0.08
H -4.4884 -0.1976 5.2665  0.07
H -4.2019 -2.0046 5.4117  0.07
H -8.9149 -2.6331 8.3585  0.07
H -8.3811 -1.0767 8.7104  0.08
H -9.1177 -1.3060 7.1414  0.07
H -6.6137 -0.0075 5.4818  0.07
C 1.6566 2.7586 -3.5836  -0.02
C 2.6751 2.9986 -4.6880  -0.46
C 3.7297 1.8691 -4.7052  -0.12
C 3.2370 0.6177 -5.4931  -0.18
C 2.6488 0.9550 -6.8531  -0.12
C 1.4500 1.9922 -6.8424  -0.40
N 1.9188 3.1112 -5.9560  -0.16
O 1.1443 4.2056 -5.9595  -0.01
C 1.1532 2.5108 -8.2518  -0.03
C 0.1148 1.3004 -6.2344  -0.02
C 3.5540 4.2513 -4.3814  -0.03
H 1.8125 3.3074 -2.6548  0.08
H 1.5071 1.6816 -3.5078  0.06
H 0.6607 2.9600 -3.9781  0.06
H 4.7702 2.1704 -4.8264  0.09
H 3.7782 1.5196 -3.6739  0.11
H 2.4783 0.0720 -4.9322  0.09
H 3.9884 -0.1698 -5.5512  0.10
H 2.2780 -0.0234 -7.1586  0.12
H 3.4735 1.2404 -7.5061  0.12
H 1.7748 2.1775 -9.0828  0.08
H 0.1019 2.3482 -8.4892  0.08
H 1.2886 3.5921 -8.2293  0.07
H -0.6149 2.0803 -6.0169  0.08
H -0.3786 0.5027 -6.7896  0.07
H 0.3918 0.7303 -5.3476  0.04
H 4.2796 4.5772 -5.1266  0.09
H 4.0728 4.0463 -3.4450  0.09
H 3.0048 5.1880 -4.2855  0.05
H 1.8255 4.8820 -5.9572  0.10

Forces on atoms 1 to 3 (eV/Å):
-0.29 1.98 0.15
1.53 -1.03 0.57
2.10 0.72 0.26

Largest force on an atom = 5.03 eV/Å
Kohn-Sham gap = 0.2751 Eh
E_HOMO = -7.70 eV
E_tot = -175796.009 eV
LUMO = -0.22 eV


Record 2
A cluster of 6 separate species, C48H68BBrFN9O5S2 in total at a distorted geometry, computed with the ωB97M-V functional and the def2-TZVPD basis.

Each line ends with the Löwdin charge.
Cartesian coordinates (Å):
C 3.7123 1.1919 -2.5975  -0.11
C 3.4092 0.3003 -3.8394  -0.24
C 3.0265 -1.1588 -3.3876  -0.18
C 1.5092 -1.1523 -2.9045  -0.22
N 1.2346 -2.3745 -2.1692  0.03
C 0.4242 -2.5103 -0.9759  -0.24
C 0.1077 -4.0816 -0.8892  -0.07
C 1.1514 -5.0984 -1.4137  -0.75
O 1.5104 -5.1903 -2.5172  0.04
Br 1.9388 -6.5081 -0.2358  0.69
C -1.0564 -1.8463 -1.0657  -0.16
N -0.7343 -0.3841 -0.9974  0.12
C -1.0639 0.4228 -1.8235  -0.67
S -1.6976 1.4117 -2.9122  0.84
C -1.9009 -2.2671 -2.2855  -0.26
C -1.3587 -2.1601 -3.7398  -0.03
F -3.1668 -1.6046 -2.3681  -0.03
C -1.9409 -2.0015 0.2775  -0.24
C -2.6518 -0.7134 0.7910  -0.15
C -3.8320 -0.0776 0.0179  -0.17
C -4.2392 1.2297 0.8470  -0.22
N -3.4545 2.3526 0.2350  -0.01
B -3.0567 -3.2026 0.2790  -0.36
C -4.4946 -3.1283 1.0116  0.01
O -2.8170 -4.4816 -0.2666  0.10
O -1.1915 -2.5060 1.4266  -0.18
S 0.1680 -1.7459 1.8041  0.73
O 0.5952 -2.4661 2.9937  -0.28
O 0.0955 -0.3455 2.1775  -0.27
C 1.2715 -2.0642 0.3411  -0.27
C 2.2347 -3.1992 0.8881  -0.17
C 3.5489 -3.4598 0.0998  -0.27
N 4.3736 -4.3993 0.9429  -0.02
C 2.1730 -0.8064 0.1701  -0.16
C 3.0231 -0.1065 1.2590  -0.35
C 2.5573 1.4273 1.3472  -0.07
C 3.1945 -0.5467 2.7368  -0.09
H 2.8816 1.2333 -1.8569  0.05
H 4.5874 0.7627 -2.0576  0.08
H 3.8941 2.2476 -2.9030  0.08
H 2.5528 0.6697 -4.4543  0.11
H 4.3199 0.2670 -4.4819  0.10
H 3.1075 -1.8156 -4.2804  0.11
H 3.7296 -1.4698 -2.5843  0.10
H 0.9882 -0.9991 -3.8808  0.11
H 1.4151 -0.1767 -2.3823  0.08
H 2.1547 -2.7812 -2.0165  0.09
H -0.1453 -4.3908 0.1498  0.11
H -0.7602 -4.3992 -1.4962  0.12
H -2.2366 -3.3313 -2.2989  0.14
H -2.1788 -2.5072 -4.4120  0.10
H -1.0908 -1.1434 -4.0736  0.04
H -0.5365 -2.8984 -3.8812  0.09
H -3.0417 -0.9670 1.8093  0.12
H -1.9909 0.1542 1.0263  0.11
H -3.6131 0.3136 -0.9915  0.07
H -4.7678 -0.6672 -0.0558  0.09
H -5.3282 1.4149 0.8234  0.11
H -3.8243 1.1105 1.8755  0.10
H -4.0065 3.2128 0.2293  0.04
H -2.6606 2.5830 0.8351  0.06
H -5.2781 -2.7321 0.3242  0.08
H -4.8472 -4.1640 1.2545  0.07
H -4.4703 -2.5973 1.9851  0.08
H -3.0501 -5.1044 0.4410  0.12
H 1.6908 -4.1214 1.1911  0.08
H 2.6627 -2.9099 1.8781  0.10
H 4.1760 -2.5408 -0.0135  0.11
H 3.4724 -3.9291 -0.9002  0.09
H 5.2390 -4.5072 0.4037  0.07
H 4.6429 -3.8253 1.7492  0.06
H 1.5473 -0.0070 -0.2934  0.09
H 2.8696 -1.0431 -0.6698  0.09
H 4.0714 0.0220 0.8851  0.13
H 2.7752 1.8730 2.3371  0.07
H 1.4705 1.5409 1.1587  0.07
H 3.0996 2.0482 0.5931  0.07
H 2.2974 -0.6740 3.3639  0.06
H 3.8004 0.2429 3.2461  0.08
H 3.8689 -1.4408 2.7837  0.07
C -5.6920 3.0983 -6.0495  -0.08
C -4.9076 2.5441 -5.0513  -0.07
C -3.7402 3.2008 -4.6946  -0.18
N -3.3235 4.3369 -5.2597  0.06
C -4.0942 4.8522 -6.2206  -0.16
C -5.2810 4.2778 -6.6493  -0.08
H -6.6128 2.6168 -6.3567  0.10
H -5.1939 1.6235 -4.5593  0.10
H -3.0957 2.8049 -3.9151  -0.04
H -3.7298 5.7736 -6.6627  0.10
H -5.8667 4.7416 -7.4320  0.10
C -0.7145 -0.6696 6.6912  -0.09
C -1.8318 -0.0817 7.2638  -0.08
C -2.7607 0.5120 6.4247  -0.16
N -2.6405 0.5542 5.0946  0.06
C -1.5527 -0.0185 4.5633  -0.14
C -0.5672 -0.6411 5.3140  -0.05
H 0.0347 -1.1458 7.3129  0.09
H -1.9792 -0.0841 8.3362  0.10
H -3.6528 0.9825 6.8251  0.10
H -1.4834 0.0348 3.4885  0.07
H 0.2893 -1.0893 4.8328  0.08
C 3.5645 -0.4276 9.5628  -0.08
C 3.5239 0.1130 10.8377  -0.08
C 2.4486 0.9213 11.1733  -0.16
N 1.4491 1.2134 10.3376  0.06
C 1.5096 0.6828 9.1133  -0.16
C 2.5375 -0.1400 8.6787  -0.08
H 4.3870 -1.0653 9.2617  0.10
H 4.3077 -0.0875 11.5560  0.10
H 2.3717 1.3645 12.1604  0.10
H 0.6857 0.9395 8.4567  0.09
H 2.5335 -0.5438 7.6744  0.10
C 6.5160 -1.6273 -7.6163  -0.08
C 5.1714 -1.8165 -7.3411  -0.08
C 4.2922 -0.7832 -7.6262  -0.17
N 4.6656 0.3877 -8.1479  0.06
C 5.9661 0.5487 -8.4035  -0.16
C 6.9265 -0.4210 -8.1598  -0.08
H 7.2354 -2.4106 -7.4094  0.10
H 4.8121 -2.7444 -6.9154  0.10
H 3.2295 -0.8848 -7.4313  0.10
H 6.2397 1.5102 -8.8248  0.10
H 7.9675 -0.2357 -8.3890  0.10
C -5.1350 8.0256 1.3850  -0.08
C -5.2311 7.6866 0.0453  -0.07
C -4.5265 6.5805 -0.4035  -0.15
N -3.7553 5.8221 0.3804  0.05
C -3.6767 6.1688 1.6683  -0.15
C -4.3428 7.2527 2.2181  -0.07
H -5.6712 8.8823 1.7754  0.10
H -5.8388 8.2663 -0.6367  0.10
H -4.5728 6.2743 -1.4433  0.10
H -3.0421 5.5363 2.2805  0.10
H -4.2431 7.4851 3.2700  0.10

Forces on atoms 1 to 3 (eV/Å):
-0.25 0.11 -0.20
-0.10 -0.61 0.51
-0.60 0.87 -0.49

Largest force on an atom = 3.54 eV/Å
SMILES string = CCCCN[C@]1(CC(=O)Br)[C@@](N=C=S)([C@H](C)F)[C@@](CCCN)(B(C)O)OS(=O)(=O)[C@]1(CCN)CC(C)C.c1ccncc1.c1ccncc1.c1ccncc1.c1ccncc1.c1ccncc1
Kohn-Sham gap = 0.3287 Eh
E_HOMO = -8.72 eV
E_tot = -169630.098 eV
LUMO = 0.22 eV